This record from the OMol25 dataset describes a molecular structure, C20H25AsBrO7PtS in a non-equilibrium geometry. The level of theory is ωB97M-V/def2-TZVPD.

```
56
C20H25AsBrO7PtS, DFT ωB97M-V/def2-TZVPD
Pt -0.621 -0.169 0.643
Br -3.100 -0.409 0.645
As 2.403 0.003 1.742
S 0.292 2.647 1.653
O 1.270 -0.161 0.394
O 2.510 -1.679 2.251
O 3.858 0.562 1.357
O 1.503 2.577 0.901
O -0.774 1.698 0.907
O -0.639 -2.135 0.472
O -0.396 3.867 1.876
C -5.943 -4.565 -1.739
C -5.256 -5.172 -0.502
C 0.547 1.807 3.178
C 1.038 -4.236 0.315
C -4.106 -2.989 0.036
C -1.678 -2.852 0.272
C -6.187 -5.047 0.719
C -0.082 -5.682 -1.367
C -2.725 -4.964 -0.204
C -2.988 -2.273 0.271
C -4.976 -6.651 -0.764
C -3.992 -4.387 -0.224
C -0.105 2.287 4.301
C -0.231 -5.043 0.028
C 1.576 0.071 4.464
C 0.094 1.653 5.520
C 1.394 0.700 3.241
C -1.551 -4.272 0.044
C 0.928 0.551 5.598
C -0.333 -6.153 1.094
H -0.740 3.158 4.215
H -0.900 -6.362 -1.604
H 0.845 -6.254 -1.391
H -2.652 -6.023 -0.397
H -6.478 -4.015 0.918
H -5.920 -7.158 -0.962
H -5.718 -5.455 1.615
H -6.853 -5.128 -1.948
H 3.420 -1.964 2.085
H -0.027 -4.919 -2.145
H 0.590 -6.733 1.083
H -7.098 -5.612 0.525
H -0.454 -5.729 2.092
H 1.224 -3.465 -0.432
H -5.079 -2.517 0.043
H -1.158 -6.840 0.906
H -5.298 -4.625 -2.617
H 1.032 -3.765 1.296
H 1.088 0.058 6.548
H 1.876 -4.932 0.286
H -4.338 -6.797 -1.637
H -6.229 -3.524 -1.590
H 2.223 -0.792 4.532
H -4.518 -7.140 0.097
H -0.397 2.029 6.407
```

Summary:
* multiplicity: 1
* frontier orbital gap (spin up / spin down): 4.33 / 4.33 eV
* highest occupied orbital energy (spin up / spin down): -0.4492 / -0.4492 Eh
* total energy: -180430.667 eV
* net charge: +1
* lowest unoccupied orbital energy (spin up / spin down): -7.894 / -7.892 eV

Here are the natural (NBO) charges for atoms 1 to 2, given in e:
1 Pt 1.152
2 Br 0.322

***

This record from the OMol25 dataset describes a molecular structure, C20H25B2F23O10Sn in a non-equilibrium geometry. The level of theory is ωB97M-V/def2-TZVPD.

```
81
C20H25B2F23O10Sn, DFT ωB97M-V/def2-TZVPD
Sn 1.342 3.503 0.042
F 6.164 2.406 -2.222
F -0.594 5.088 2.437
F -6.930 1.733 4.547
F 0.914 0.516 0.650
F -7.735 2.275 2.432
F 1.501 0.546 -8.013
F -0.611 1.099 -7.797
F 6.888 0.413 -1.840
F -0.937 -0.510 -0.049
F 5.636 3.892 2.057
F -2.903 -6.214 4.521
F -8.061 0.340 3.394
F 5.770 2.924 4.032
F 6.329 1.751 -0.292
F -2.360 6.132 1.442
F -0.786 1.753 0.681
F -5.034 -5.847 4.108
F 1.152 2.413 -7.331
F 0.090 1.237 -1.183
F -1.325 4.376 0.436
F 6.995 2.193 2.578
F -0.336 6.275 0.665
F -4.063 -4.749 5.636
O -2.376 -3.777 3.131
O 3.658 1.728 -1.151
O -0.645 0.212 -5.332
O 5.058 0.583 1.930
O -5.547 1.146 1.405
O -4.609 -3.412 3.217
O 1.612 0.758 -5.008
O -5.178 0.108 3.420
O 4.337 -0.359 -1.872
O 3.527 2.170 2.121
C -7.178 1.322 3.284
C -1.556 -1.841 -4.399
C -3.677 -4.044 3.599
C -0.765 -0.541 -4.101
C -2.036 -1.363 3.168
C 4.982 -1.686 1.097
C 4.637 1.766 2.195
C -2.096 -2.687 2.318
C 0.648 1.191 -7.255
C 0.547 0.658 -5.762
C 5.757 2.710 2.693
C 3.030 -2.420 -2.136
C -3.867 -5.282 4.414
C 4.529 0.973 -1.551
C -4.416 0.680 -0.781
C -4.444 0.526 0.749
C -5.872 0.800 2.723
C 6.026 1.381 -1.496
C 3.046 -0.920 -1.949
C 4.184 -0.467 1.557
B -1.185 5.492 1.269
B -0.253 0.734 0.038
H 2.560 -0.794 -0.981
H 3.530 -0.631 2.413
H -5.360 0.392 -1.243
H -2.185 -2.047 -3.533
H 4.397 -2.498 0.666
H 3.138 -3.141 -1.326
H -1.211 -2.771 1.687
H -4.497 -0.490 1.141
H -2.990 -1.225 3.675
H 3.743 -2.611 -2.938
H -1.233 -0.017 -3.268
H -0.996 -2.748 -4.630
H -4.261 1.741 -0.977
H 5.555 -2.018 1.963
H -2.951 -2.508 1.666
H -1.260 -1.493 3.922
H -3.484 0.872 1.131
H -1.824 -0.524 2.505
H 3.544 -0.200 0.716
H -2.116 -1.719 -5.327
H 2.432 -0.412 -2.693
H -3.574 0.147 -1.222
H 2.029 -2.625 -2.517
H 0.198 -0.908 -3.745
H 5.827 -1.456 0.448
```

Summary:
* multiplicity: 1
* frontier orbital gap: 6.78 eV
* highest occupied orbital energy: -0.3994 Eh
* energy above the lowest of the compared OMol25 structures with the same formula, charge and spin: 119.4 kcal per mole
* total energy: -111314.908 eV
* lowest unoccupied orbital energy: -4.090 eV

Here are the Löwdin charges for atoms 1 to 2, given in e:
1 Sn 1.991
2 F 0.253

***

This record from the OMol25 dataset describes C20H25BrN4O3 in the gas phase in a non-equilibrium geometry. The level of theory is ωB97M-V/def2-TZVPD.

```
53
C20H25BrN4O3, DFT ωB97M-V/def2-TZVPD
Br -5.349 3.357 -0.065
O -1.922 -2.814 -0.204
O 0.190 -2.860 0.540
O -5.643 0.569 -0.777
N 4.650 0.981 -0.687
N -0.573 1.305 1.172
N 5.327 4.273 -1.271
N 2.317 0.539 0.868
C -0.826 -2.234 0.319
C 2.345 0.241 -0.554
C -4.377 0.703 -0.302
C 1.317 -0.268 1.564
C 4.629 1.272 0.735
C -3.451 -0.317 -0.194
C -6.069 -0.701 -1.199
C -2.186 -0.028 0.317
C -3.167 -4.694 -0.986
C 0.114 2.471 1.654
C -4.027 2.007 0.104
C -1.821 -4.209 -0.479
C -0.064 0.050 1.097
C -1.865 1.290 0.712
C 3.326 1.176 -1.250
C -1.016 -0.814 0.568
C 3.642 0.335 1.423
C 5.520 3.148 -1.353
C 5.686 1.707 -1.401
C -2.788 2.324 0.610
H 1.393 -0.038 2.633
H 3.359 0.940 -2.317
H 1.186 2.302 1.578
H 5.630 1.109 1.144
H -3.934 -4.522 -0.236
H 2.644 -0.804 -0.733
H 4.334 2.317 0.933
H -1.033 -4.369 -1.224
H -1.528 -4.731 0.439
H -7.097 -0.570 -1.533
H -3.439 -4.162 -1.894
H -0.157 2.678 2.693
H 6.658 1.451 -0.965
H -0.158 3.332 1.044
H 3.617 0.558 2.493
H 5.680 1.387 -2.449
H -5.460 -1.071 -2.031
H 2.981 2.217 -1.129
H -6.042 -1.425 -0.379
H 1.487 -1.344 1.425
H -3.684 -1.324 -0.491
H -3.114 -5.757 -1.201
H 3.978 -0.706 1.287
H 1.344 0.390 -0.965
H -2.564 3.333 0.915
```

Summary:
* multiplicity: 1
* frontier orbital gap: 8.71 eV
* structure (SMILES): CCOC(=O)c1c(CN2CCN(CC#N)CC2)n(C)c2cc(Br)c(OC)cc12
* highest occupied orbital energy: -0.2957 Eh
* energy above the lowest of the compared OMol25 structures with the same formula, charge and spin: 55.0 kcal per mole
* total energy: -103291.090 eV
* lowest unoccupied orbital energy: 0.661 eV

Here are the natural (NBO) charges for atoms 1 to 2, given in e:
1 Br 0.063
2 O -0.521